DFT (ωB97M-V/def2-TZVPD) results for a molecular structure, C47H46FN5O2S3SiV.

Each line ends with the Löwdin spin population.
CARTESIAN COORDINATES (ANGSTROEM)
V (1.357, -1.301, 1.529)  0.97
C (0.054, -0.202, 5.937)  0.00
Si (1.502, -0.584, 4.768)  0.00
C (2.973, -1.199, 5.765)  0.00
C (1.938, 1.108, 4.087)  0.00
N (1.052, -1.709, 3.540)  -0.01
C (0.455, -2.903, 3.821)  0.00
C (0.205, -3.463, 5.096)  0.00
C (-0.432, -4.684, 5.263)  0.00
C (-0.857, -5.439, 4.180)  0.00
C (-0.610, -4.946, 2.901)  0.00
C (0.020, -3.739, 2.776)  0.00
F (0.283, -3.286, 1.489)  0.01
H (0.423, 0.237, 6.869)  0.00
H (-0.569, -1.060, 6.191)  0.00
H (-0.588, 0.551, 5.468)  0.00
H (3.373, -0.414, 6.413)  0.00
H (3.761, -1.502, 5.071)  0.00
H (2.733, -2.062, 6.390)  0.00
H (1.798, 1.849, 4.882)  0.00
H (1.283, 1.372, 3.253)  0.00
H (2.965, 1.174, 3.728)  0.00
H (0.537, -2.927, 5.974)  0.00
H (-0.593, -5.054, 6.269)  0.00
H (-1.351, -6.391, 4.317)  0.00
H (-0.890, -5.492, 2.009)  0.00
N (1.494, -1.263, -0.601)  0.00
S (0.944, -1.116, -1.919)  -0.01
N (0.461, 0.417, -2.459)  0.00
S (-0.900, 1.034, -2.124)  0.00
N (-1.656, 0.823, -0.801)  0.01
S (-0.983, 0.935, 0.731)  0.02
N (-0.366, -0.208, 1.360)  0.01
C (0.065, 2.380, 0.611)  0.00
C (-0.428, 3.679, 0.628)  0.00
C (0.463, 4.735, 0.522)  0.00
C (1.827, 4.486, 0.410)  0.00
C (2.305, 3.184, 0.409)  0.00
C (1.424, 2.116, 0.506)  0.01
C (-2.445, 1.469, 1.591)  0.00
C (-3.489, 2.168, 1.003)  0.00
C (-4.570, 2.543, 1.784)  0.00
C (-4.600, 2.213, 3.134)  0.00
C (-3.555, 1.502, 3.706)  0.00
C (-2.467, 1.122, 2.934)  0.00
C (-0.651, 2.763, -2.469)  0.00
C (0.606, 3.250, -2.773)  0.00
C (0.745, 4.607, -3.036)  0.00
C (-0.363, 5.440, -3.006)  0.00
C (-1.621, 4.932, -2.706)  0.00
C (-1.770, 3.583, -2.433)  0.00
C (-2.126, 0.582, -3.331)  0.00
C (-1.767, 0.722, -4.666)  0.00
C (-2.686, 0.387, -5.644)  0.00
C (-3.943, -0.084, -5.281)  0.00
C (-4.285, -0.217, -3.945)  0.00
C (-3.375, 0.123, -2.952)  0.00
C (-0.514, -2.096, -2.319)  0.00
C (-1.294, -2.459, -1.230)  0.00
C (-2.446, -3.203, -1.448)  0.00
C (-2.801, -3.579, -2.735)  0.00
C (-2.005, -3.219, -3.816)  0.00
C (-0.853, -2.475, -3.612)  0.00
C (2.087, -1.491, -3.230)  0.00
C (2.077, -0.883, -4.477)  0.00
C (3.028, -1.257, -5.416)  0.00
C (3.971, -2.226, -5.102)  0.00
C (3.977, -2.818, -3.846)  0.00
C (3.036, -2.449, -2.898)  0.00
H (-1.488, 3.870, 0.732)  0.00
H (0.094, 5.752, 0.540)  0.00
H (2.519, 5.316, 0.343)  0.00
H (3.367, 2.983, 0.355)  0.00
H (1.798, 1.095, 0.535)  0.00
H (-3.459, 2.401, -0.053)  0.00
H (-5.394, 3.086, 1.340)  0.00
H (-5.448, 2.505, 3.739)  0.00
H (-3.584, 1.234, 4.754)  0.00
H (-1.647, 0.545, 3.345)  0.00
H (1.455, 2.580, -2.770)  0.00
H (1.724, 5.008, -3.260)  0.00
H (-0.247, 6.496, -3.216)  0.00
H (-2.484, 5.584, -2.682)  0.00
H (-2.744, 3.170, -2.200)  0.00
H (-0.781, 1.084, -4.930)  0.00
H (-2.422, 0.489, -6.688)  0.00
H (-4.659, -0.349, -6.049)  0.00
H (-5.261, -0.591, -3.667)  0.00
H (-3.611, 0.010, -1.903)  0.00
H (-0.995, -2.165, -0.232)  0.00
H (-3.058, -3.494, -0.603)  0.00
H (-3.697, -4.165, -2.899)  0.00
H (-2.277, -3.524, -4.818)  0.00
H (-0.226, -2.203, -4.451)  0.00
H (1.346, -0.119, -4.701)  0.00
H (3.036, -0.786, -6.390)  0.00
H (4.712, -2.514, -5.837)  0.00
H (4.723, -3.561, -3.598)  0.00
H (3.039, -2.866, -1.898)  0.00
C (5.588, -0.516, 1.391)  0.00
O (4.326, 0.145, 1.525)  0.00
C (3.239, -0.664, 1.611)  -0.02
O (3.409, -1.909, 1.521)  0.00
H (6.346, 0.261, 1.472)  0.00
H (5.665, -1.016, 0.425)  0.00
H (5.724, -1.259, 2.176)  0.00

E_HOMO (alpha / beta)	-4.83 / -4.08	eV
charge	0
spin multiplicity	2
E	-129812.464	eV
orbital gap (alpha / beta)	0.1660 / 0.1387	hartree
max |F|	1.12	eV/A



DFT (ωB97M-V/def2-TZVPD) results for a molecular structure, C47H46N5O3PRuS3.

Each line ends with the Löwdin spin population.
CARTESIAN COORDINATES (ANGSTROEM)
Ru (0.090, -0.186, 0.418)  2.73
C (3.938, -0.239, -0.605)  0.00
C (3.533, 1.213, -0.587)  0.01
C (4.503, 2.185, -0.335)  0.00
C (4.200, 3.533, -0.378)  0.01
C (2.911, 3.933, -0.693)  0.00
C (1.917, 3.000, -0.941)  0.01
C (0.519, 3.454, -1.267)  0.00
C (2.231, 1.637, -0.864)  0.02
N (1.158, 0.697, -1.075)  0.12
C (0.659, 0.573, -2.360)  0.02
O (1.159, 0.997, -3.370)  0.05
C (-0.687, -0.078, -2.372)  0.01
C (-1.467, -0.279, -3.476)  0.00
C (-2.772, -0.730, -3.289)  0.01
C (-3.261, -0.941, -2.012)  0.00
C (-2.405, -0.759, -0.953)  0.02
N (-1.157, -0.347, -1.151)  0.01
C (-2.742, -0.929, 0.494)  0.02
O (-3.867, -1.110, 0.876)  0.06
N (-1.616, -0.771, 1.287)  0.14
C (-1.775, -0.810, 2.723)  0.02
C (-1.641, -2.018, 3.411)  0.01
C (-1.401, -3.305, 2.675)  0.00
C (-1.802, -2.006, 4.793)  0.00
C (-2.092, -0.832, 5.472)  0.00
C (-2.247, 0.350, 4.768)  0.00
C (-2.099, 0.380, 3.384)  0.01
C (-2.352, 1.665, 2.629)  0.00
H (4.962, -0.332, -0.972)  0.00
H (3.287, -0.836, -1.238)  0.00
H (3.903, -0.672, 0.394)  0.00
H (5.518, 1.863, -0.124)  0.00
H (4.968, 4.272, -0.182)  0.00
H (2.666, 4.989, -0.736)  0.00
H (0.400, 4.514, -1.046)  0.00
H (-0.225, 2.895, -0.694)  0.00
H (0.301, 3.301, -2.326)  0.00
H (-1.048, -0.070, -4.452)  0.00
H (-3.409, -0.905, -4.147)  0.00
H (-4.276, -1.255, -1.810)  0.00
H (-0.560, -3.224, 1.993)  0.00
H (-2.269, -3.568, 2.065)  0.00
H (-1.210, -4.125, 3.371)  0.00
H (-1.714, -2.942, 5.336)  0.00
H (-2.224, -0.846, 6.549)  0.00
H (-2.501, 1.266, 5.290)  0.00
H (-2.271, 2.524, 3.297)  0.00
H (-3.361, 1.658, 2.204)  0.00
H (-1.650, 1.806, 1.816)  0.00
C (1.679, -3.361, 4.959)  0.00
C (2.834, -2.516, 4.439)  0.01
N (2.556, -1.070, 4.469)  0.01
C (2.872, -0.350, 5.719)  0.00
C (1.637, -0.007, 6.546)  0.00
C (2.021, -0.404, 3.432)  0.03
S (1.589, -1.361, 2.044)  0.19
N (1.922, 0.920, 3.590)  0.02
C (1.327, 1.738, 2.738)  0.01
O (0.632, 1.424, 1.729)  0.16
C (1.444, 3.202, 3.037)  0.01
C (2.168, 3.658, 4.137)  0.00
C (2.275, 5.020, 4.384)  0.00
C (1.657, 5.933, 3.537)  0.00
C (0.925, 5.482, 2.446)  0.00
C (0.818, 4.120, 2.199)  0.00
H (1.923, -4.423, 4.867)  0.00
H (0.778, -3.160, 4.378)  0.00
H (1.472, -3.148, 6.011)  0.00
H (3.068, -2.802, 3.418)  0.00
H (3.725, -2.676, 5.041)  0.00
H (3.408, 0.560, 5.462)  0.00
H (3.541, -0.991, 6.288)  0.00
H (1.007, 0.700, 6.009)  0.00
H (1.938, 0.442, 7.496)  0.00
H (1.048, -0.902, 6.759)  0.00
H (2.641, 2.934, 4.790)  0.00
H (2.843, 5.369, 5.241)  0.00
H (1.745, 6.997, 3.731)  0.00
H (0.439, 6.193, 1.787)  0.00
H (0.248, 3.754, 1.354)  0.00
S (-1.916, -4.052, -0.751)  0.01
P (0.030, -4.181, -1.035)  0.03
S (1.093, -2.440, -1.011)  0.23
C (0.404, -4.924, -2.656)  0.01
C (-0.602, -5.527, -3.402)  0.00
C (-0.306, -6.081, -4.645)  0.00
C (0.987, -6.026, -5.145)  0.00
C (1.996, -5.423, -4.402)  0.00
C (1.708, -4.874, -3.159)  0.01
C (0.790, -5.370, 0.117)  0.00
C (0.415, -6.709, 0.023)  0.00
C (0.946, -7.647, 0.896)  0.00
C (1.859, -7.256, 1.869)  0.00
C (2.237, -5.924, 1.966)  0.00
C (1.703, -4.980, 1.092)  0.00
H (-1.612, -5.549, -3.009)  0.00
H (-1.094, -6.552, -5.223)  0.00
H (1.212, -6.451, -6.118)  0.00
H (3.006, -5.375, -4.792)  0.00
H (2.490, -4.395, -2.577)  0.00
H (-0.302, -7.017, -0.731)  0.00
H (0.646, -8.686, 0.818)  0.00
H (2.274, -7.993, 2.549)  0.00
H (2.958, -5.615, 2.716)  0.00
H (1.999, -3.942, 1.162)  0.00

E_HOMO (alpha / beta)	-7.79 / -7.82	eV
charge	0
spin multiplicity	5
E	-107458.756	eV
orbital gap (alpha / beta)	0.2714 / 0.2044	hartree
max |F|	1.19	eV/A



DFT (ωB97M-V/def2-TZVPD) results for a molecular structure, C47H46N7O3PRbS4.

Each line ends with the Mulliken charge.
CARTESIAN COORDINATES (ANGSTROEM)
Rb (-0.122, 0.749, 0.270)  0.89
N (0.860, -0.646, -2.353)  0.47
C (1.807, -1.563, -2.773)  -0.26
C (2.206, -1.588, -4.115)  -0.87
C (3.173, -2.477, -4.545)  -0.55
C (3.761, -3.368, -3.654)  -0.92
C (3.376, -3.341, -2.323)  -0.02
C (2.414, -2.447, -1.859)  0.38
P (1.951, -2.294, -0.094)  0.47
C (3.325, -3.182, 0.725)  0.49
C (4.521, -2.480, 0.876)  -0.43
C (5.611, -3.068, 1.496)  -0.56
C (5.511, -4.358, 2.000)  -0.63
C (4.319, -5.057, 1.873)  -0.80
C (3.232, -4.474, 1.233)  -0.28
C (0.571, -3.492, 0.060)  1.49
C (-0.266, -3.355, 1.170)  -0.59
C (-1.345, -4.207, 1.349)  -0.56
C (-1.627, -5.180, 0.398)  -0.67
C (-0.817, -5.306, -0.721)  -0.72
C (0.283, -4.474, -0.884)  -0.76
H (0.221, -0.996, -1.654)  -0.62
H (0.338, -0.143, -3.072)  0.30
H (1.739, -0.899, -4.808)  0.53
H (3.468, -2.479, -5.587)  0.36
H (4.517, -4.067, -3.990)  0.42
H (3.847, -4.019, -1.621)  0.46
H (4.599, -1.460, 0.513)  0.35
H (6.529, -2.506, 1.604)  0.37
H (6.359, -4.815, 2.494)  0.38
H (4.234, -6.064, 2.265)  0.37
H (2.308, -5.030, 1.130)  0.47
H (-0.089, -2.547, 1.872)  0.38
H (-1.991, -4.082, 2.209)  0.44
H (-2.488, -5.826, 0.520)  0.36
H (-1.043, -6.053, -1.472)  0.38
H (0.915, -4.578, -1.758)  0.43
O (-1.017, 0.942, -3.974)  -0.85
C (-1.639, 1.485, -3.043)  0.75
O (-1.809, 0.971, -1.890)  -0.42
C (-2.241, 2.846, -3.222)  -0.56
C (-2.123, 3.528, -4.427)  -0.34
C (-2.667, 4.790, -4.577)  -0.61
C (-3.336, 5.372, -3.503)  -0.43
C (-3.459, 4.703, -2.299)  -0.66
C (-2.909, 3.425, -2.142)  0.72
S (-3.059, 2.567, -0.630)  -0.27
H (-1.590, 3.035, -5.231)  0.46
H (-2.572, 5.321, -5.516)  0.37
H (-3.765, 6.362, -3.603)  0.35
H (-3.979, 5.164, -1.468)  0.41
C (-1.368, 0.999, 3.856)  -0.81
C (-2.215, -0.073, 3.264)  0.27
N (-2.204, -0.424, 2.014)  0.56
C (-3.099, -1.437, 1.761)  -0.20
C (-3.784, -1.881, 2.850)  -0.73
S (-3.325, -0.980, 4.229)  -0.33
C (-3.287, -1.941, 0.394)  -0.42
C (-4.424, -2.554, -0.032)  -0.41
S (-4.262, -2.992, -1.672)  -0.33
C (-2.668, -2.317, -1.689)  0.33
N (-2.297, -1.811, -0.554)  0.51
C (-1.875, -2.321, -2.951)  -0.35
H (-1.480, 1.924, 3.290)  0.22
H (-0.313, 0.723, 3.824)  0.04
H (-1.644, 1.184, 4.894)  0.43
H (-4.506, -2.678, 2.903)  0.48
H (-5.335, -2.721, 0.517)  0.49
H (-2.389, -2.890, -3.726)  0.58
H (-0.897, -2.773, -2.783)  -0.16
H (-1.727, -1.296, -3.300)  -0.11
N (3.933, -2.127, 3.628)  0.45
C (4.133, -0.714, 3.854)  -0.38
C (2.945, -0.148, 3.076)  -2.22
N (1.909, -1.183, 3.160)  -0.01
C (2.561, -2.246, 3.432)  -1.24
H (4.384, -2.795, 4.234)  0.38
H (4.114, -0.482, 4.923)  0.28
H (3.274, -0.112, 2.028)  0.39
H (2.108, -3.231, 3.481)  0.52
C (3.471, 0.769, 8.102)  -1.41
C (3.355, 1.441, 6.739)  0.22
C (2.172, 0.877, 5.945)  -0.90
N (1.877, 1.450, 4.650)  0.06
C (2.684, 1.304, 3.465)  1.52
S (1.935, 2.308, 2.159)  -0.60
N (4.120, 1.790, 3.677)  -0.08
C (5.201, 1.163, 3.106)  0.29
O (5.329, -0.193, 3.323)  -0.39
C (6.267, 1.797, 2.453)  0.83
C (6.178, 3.143, 2.002)  -0.74
C (7.245, 3.746, 1.376)  -0.66
C (8.444, 3.062, 1.164)  -0.53
C (8.545, 1.738, 1.594)  -0.50
C (7.493, 1.111, 2.222)  -0.61
H (4.301, 1.174, 8.684)  0.40
H (3.638, -0.306, 7.993)  0.29
H (2.557, 0.899, 8.688)  0.33
H (4.280, 1.321, 6.175)  -0.02
H (3.212, 2.519, 6.859)  0.40
H (1.269, 1.011, 6.552)  0.52
H (2.280, -0.208, 5.843)  0.04
H (1.486, 2.379, 4.679)  0.30
H (4.134, 2.789, 3.516)  0.29
H (5.242, 3.681, 2.093)  0.35
H (7.142, 4.767, 1.026)  0.37
H (9.274, 3.546, 0.666)  0.38
H (9.468, 1.192, 1.434)  0.37
H (7.589, 0.089, 2.564)  0.38

E_HOMO (alpha / beta)	-3.06 / -4.59	eV
charge	-1
E	-119347.571	eV
orbital gap (alpha / beta)	0.1763 / 0.2367	hartree
max |F|	0.67	eV/A



DFT (ωB97M-V/def2-TZVPD) results for a molecular structure, C47H47Co2O8P.

Each line ends with the Mulliken charge.
CARTESIAN COORDINATES (ANGSTROEM)
C (-1.409, -4.901, -2.616)  -1.20
C (-0.958, -5.198, -1.211)  -0.26
O (0.108, -4.277, -0.887)  -0.22
C (0.578, -4.538, 0.349)  0.62
C (1.658, -3.646, 0.766)  0.10
C (2.335, -3.880, 2.003)  0.60
O (3.432, -3.324, 2.226)  -0.80
C (1.789, -4.832, 3.078)  -1.29
C (2.205, -6.286, 2.883)  -0.60
C (3.697, -6.614, 3.081)  -0.78
C (4.445, -7.078, 1.814)  -0.98
C (5.206, -5.972, 1.062)  -0.32
C (5.093, -6.073, -0.467)  -1.31
C (3.872, -5.346, -1.043)  0.13
C (4.089, -3.832, -1.172)  -0.97
C (2.808, -3.042, -1.447)  -0.85
C (2.085, -2.567, -0.167)  -0.78
O (0.092, -5.485, 0.986)  -0.75
H (-2.197, -5.600, -2.902)  0.41
H (-1.818, -3.889, -2.692)  0.23
H (-0.590, -5.013, -3.333)  0.30
H (-1.766, -5.046, -0.482)  0.30
H (-0.577, -6.224, -1.114)  0.33
H (2.166, -4.470, 4.044)  0.46
H (0.697, -4.785, 3.054)  0.43
H (1.628, -6.877, 3.609)  0.41
H (1.851, -6.617, 1.899)  0.37
H (4.209, -5.754, 3.531)  0.41
H (3.748, -7.441, 3.807)  0.39
H (5.190, -7.825, 2.128)  0.39
H (3.747, -7.597, 1.140)  0.40
H (4.872, -4.980, 1.404)  0.16
H (6.269, -6.041, 1.338)  0.48
H (6.000, -5.647, -0.914)  0.39
H (5.037, -7.128, -0.758)  0.41
H (3.636, -5.750, -2.042)  0.45
H (2.976, -5.540, -0.428)  -0.18
H (4.579, -3.441, -0.267)  0.26
H (4.788, -3.668, -2.009)  0.54
H (3.062, -2.146, -2.031)  0.36
H (2.100, -3.639, -2.038)  0.26
H (1.204, -1.973, -0.450)  0.44
H (2.764, -1.920, 0.400)  0.41
O (-5.975, 3.685, -2.851)  -0.33
C (-5.604, 2.916, -2.069)  0.26
Co (-5.102, 1.610, -1.003)  0.21
C (-6.343, 1.427, 0.198)  0.09
O (-7.183, 1.295, 0.985)  -0.32
C (-5.134, 0.238, -2.089)  0.26
O (-5.171, -0.617, -2.868)  -0.33
C (-3.362, 1.598, -0.075)  -0.19
C (-2.745, 2.213, -1.199)  -1.07
C (-2.372, 1.795, -2.455)  -0.26
C (-2.296, 2.634, -3.633)  1.30
C (-2.109, 1.995, -4.889)  -0.79
C (-1.946, 2.740, -6.048)  -0.64
C (-1.997, 4.138, -5.997)  -0.46
C (-2.249, 4.781, -4.784)  -0.88
C (-2.437, 4.040, -3.615)  0.27
Co (-3.172, 3.345, 0.198)  1.04
C (-3.611, 4.890, -0.474)  -0.01
O (-3.909, 5.975, -0.775)  -0.36
C (-4.094, 3.370, 1.686)  0.13
O (-4.650, 3.397, 2.705)  -0.36
P (-1.254, 3.818, 1.135)  2.66
C (-0.712, 5.521, 0.755)  -0.16
C (0.443, 5.802, 0.011)  -0.46
C (0.696, 7.110, -0.411)  -0.73
C (-0.178, 8.144, -0.065)  -0.56
C (-1.296, 7.881, 0.731)  -0.79
C (-1.553, 6.575, 1.154)  -0.33
C (-1.175, 3.699, 2.961)  -0.32
C (-0.784, 4.766, 3.787)  -0.52
C (-0.914, 4.661, 5.175)  -0.69
C (-1.381, 3.477, 5.750)  -0.56
C (-1.700, 2.383, 4.940)  -0.78
C (-1.598, 2.494, 3.550)  -0.08
C (0.080, 2.734, 0.506)  -0.19
C (0.837, 1.887, 1.331)  -0.67
C (1.698, 0.949, 0.757)  -1.06
C (1.823, 0.858, -0.632)  -0.48
C (1.085, 1.712, -1.460)  -0.94
C (0.248, 2.665, -0.886)  -0.44
H (-3.019, 0.768, 0.536)  0.74
H (-2.243, 0.712, -2.606)  0.72
H (-2.103, 0.904, -4.919)  0.43
H (-1.763, 2.225, -6.990)  0.40
H (-1.827, 4.717, -6.902)  0.40
H (-2.294, 5.867, -4.741)  0.44
H (-2.711, 4.538, -2.683)  0.03
H (1.135, 4.997, -0.228)  0.45
H (1.585, 7.317, -1.008)  0.43
H (0.019, 9.159, -0.400)  0.41
H (-1.969, 8.686, 1.028)  0.40
H (-2.403, 6.370, 1.809)  0.53
H (-0.383, 5.675, 3.339)  0.45
H (-0.643, 5.509, 5.806)  0.41
H (-1.479, 3.397, 6.830)  0.40
H (-2.028, 1.441, 5.383)  0.42
H (-1.843, 1.640, 2.913)  0.46
H (0.747, 1.975, 2.413)  0.43
H (2.281, 0.288, 1.402)  0.48
H (2.511, 0.141, -1.077)  0.52
H (1.156, 1.636, -2.546)  0.46
H (-0.329, 3.336, -1.529)  1.01

E_HOMO	-5.27	eV
charge	0
E	-150418.529	eV
orbital gap	0.0615	hartree
max |F|	5.50	eV/A